47
Properties=species:S:1:pos:R:3:forces:R:3 method="wB97M-V/def2-TZVPD" spin_multiplicity=5 e_lumo_ev="-5.7745 / -9.4661" homo_lumo_gap_ev="6.5 / 5.5" energy_ha=-2450.43140 relative_energy_kcal_mol=0.0 charge=+2
C -1.42509 -0.03751 -5.50578 -0.18 0.14 -0.29
I -1.10176 -0.20541 -3.36511 -0.35 -0.07 -0.59
H -0.45849 0.07055 -6.00482 -0.22 -0.04 0.31
H -2.05567 0.84259 -5.64716 0.18 -0.22 0.03
H -1.94252 -0.94456 -5.82390 0.15 0.18 0.18
Ir 0.37542 0.00575 -0.30214 1.97 0.14 -0.63
P 0.29751 2.16460 -1.01895 -0.51 2.07 -1.85
C -1.39337 2.82384 -1.07671 0.05 0.29 0.11
C 1.29191 3.10194 0.19592 -0.21 -0.28 -0.05
H 1.34782 4.14316 -0.15500 0.02 -0.26 0.18
H 1.08408 3.72017 -2.64079 0.04 -0.20 -0.09
H 2.29468 2.64786 0.22672 -0.32 0.28 0.07
H 1.97829 2.16377 -2.75049 -0.22 0.16 -0.07
H -1.94515 2.60558 -0.15335 0.15 0.14 -0.29
H 0.80771 3.05329 1.18021 0.25 0.08 -0.20
C 0.99312 2.62601 -2.62909 0.04 0.16 0.07
H -1.30423 3.91035 -1.21107 -0.21 -0.18 0.01
H 0.31698 2.30397 -3.43036 0.30 0.12 0.26
H -1.91337 2.38382 -1.94242 0.20 0.18 0.37
P 0.28875 -2.23686 -0.69510 -0.67 -1.98 -1.50
C -1.41974 -2.83434 -0.60727 0.19 -0.36 0.16
C 0.95138 -2.87241 -2.25568 0.01 -0.22 0.15
H 2.29588 -2.52904 0.59493 -0.25 -0.25 0.00
H 1.40130 -4.07965 0.38527 -0.03 0.27 0.15
H 0.84001 -2.85617 1.59466 0.13 -0.16 -0.26
C 1.30495 -3.00762 0.61039 -0.09 0.29 0.07
H 1.91927 -2.39943 -2.45133 -0.18 -0.23 -0.02
H 1.06050 -3.95737 -2.13799 0.07 0.15 -0.21
H -1.36822 -3.92887 -0.57305 -0.33 0.13 -0.02
H -1.95390 -2.49997 -1.50836 0.17 -0.18 0.28
H 0.25442 -2.63926 -3.06897 0.29 -0.19 0.28
H -1.92012 -2.43845 0.28519 0.12 -0.27 -0.24
Cl 2.52917 -0.04728 -1.19265 0.35 0.12 0.85
C 1.21464 -0.79449 4.02841 0.49 0.18 0.45
N 0.62438 -0.18791 2.82415 -0.79 -0.33 -0.31
C -0.68196 0.02730 2.63477 -0.12 0.22 1.72
S -1.35378 0.13458 1.01573 -0.45 0.05 1.60
N -1.53671 0.22268 3.66476 0.76 0.31 -1.61
C -1.19727 0.94863 4.89739 -0.11 -0.41 0.59
H 0.47714 -1.21696 4.72064 -0.06 0.14 -0.50
H 1.78600 -0.04078 4.57637 0.00 -0.12 -0.05
H 1.91006 -1.59145 3.74005 -0.23 0.22 -0.11
H 1.20287 -0.17597 1.96028 -0.54 -0.03 0.80
H -2.50954 0.27979 3.36323 0.31 -0.01 0.31
H -1.58959 1.97386 4.88694 0.00 -0.35 -0.18
H -1.66050 0.37843 5.70431 0.16 0.35 0.20
H -0.11725 0.98922 5.05724 -0.35 -0.03 -0.13

---

53
Properties=species:S:1:pos:R:3:forces:R:3 method="wB97M-V/def2-TZVPD" e_lumo_ev=2.1837 homo_lumo_gap_ev=4.2 energy_ha=-11429.91791 charge=-2
Pt 0.55376 0.67448 -0.06189 0.02 -0.11 -0.10
O 2.39865 -0.32812 3.45725 0.00 0.00 0.00
C 1.66410 0.16206 2.60819 -0.01 -0.03 0.01
O 1.65169 -0.23030 1.38018 0.00 0.05 0.01
C 0.72472 1.27857 3.06311 0.01 0.02 -0.02
C 1.09116 1.93389 4.21235 -0.03 0.01 0.01
C 0.28634 2.93273 4.76100 -0.01 -0.07 0.05
C -0.92500 3.26020 4.18422 -0.04 -0.02 -0.01
C -1.32655 2.57872 3.06028 -0.04 -0.02 0.13
C -0.51606 1.59307 2.41314 -0.01 -0.04 0.01
O -0.90701 1.04149 1.32947 0.02 0.03 -0.04
N -2.63385 2.94276 2.52040 0.14 0.10 -0.35
O -3.00946 4.09762 2.68235 -0.05 -0.03 0.12
O -3.28048 2.09826 1.93850 -0.05 -0.03 0.13
N 0.70301 3.62325 5.96070 0.16 0.25 -0.20
O 1.80052 3.36454 6.43065 -0.05 -0.09 0.07
O -0.04246 4.47184 6.43542 -0.06 -0.09 0.07
H 2.01249 1.64211 4.69419 0.00 0.00 0.00
H -1.55221 4.03178 4.60145 0.00 0.00 0.00
Se -1.07067 -2.12431 1.58154 0.02 -0.03 -0.02
Se -2.05680 -4.01449 2.08109 -0.02 0.01 0.01
Se -3.21740 -3.25048 -0.99502 0.04 -0.02 0.00
Se -1.82843 -1.62187 -0.54074 -0.06 0.03 0.05
C 2.34342 2.80270 -1.91549 0.03 0.01 0.01
C 2.64677 1.35056 -2.10682 0.01 0.03 -0.05
C 3.56750 0.76716 -2.95365 0.00 0.01 0.02
C 3.45631 -0.63638 -2.77522 0.01 0.00 0.02
C 2.47640 -0.84145 -1.82555 0.00 -0.01 -0.03
C 1.94487 -2.12809 -1.29181 -0.03 -0.03 0.03
N 1.98580 0.36728 -1.42329 0.00 0.05 0.04
H 3.21939 3.40565 -2.16495 0.00 -0.01 -0.01
H 2.06034 3.01827 -0.88351 0.00 0.01 0.00
H 1.51734 3.14278 -2.54937 0.01 0.00 0.00
H 4.24497 1.29924 -3.60665 0.00 0.00 0.00
H 4.02350 -1.41299 -3.26827 0.00 0.00 0.00
H 2.58454 -2.95292 -1.61220 0.00 0.00 0.00
H 0.93394 -2.32386 -1.66362 -0.01 0.00 0.00
H 1.90653 -2.12129 -0.19970 0.00 0.00 -0.03
O -0.88521 -0.03485 -3.06307 0.00 0.01 0.00
C -1.02139 1.09480 -2.64108 0.01 -0.02 0.01
N -0.57092 1.60398 -1.44568 0.00 0.04 0.04
C -0.96368 2.91792 -1.29133 -0.02 -0.01 -0.01
O -0.71880 3.65394 -0.36020 0.00 -0.01 0.00
C -1.74716 3.30015 -2.51900 0.00 0.00 0.00
C -2.36609 4.48090 -2.86844 0.00 0.00 0.00
C -3.01672 4.52077 -4.10030 0.00 0.00 0.00
C -3.03762 3.40741 -4.93671 0.00 0.00 0.00
C -2.41056 2.21917 -4.56601 0.00 0.00 0.00
C -1.76915 2.19672 -3.34641 0.00 0.00 0.00
H -2.34408 5.33398 -2.20247 0.00 0.00 0.00
H -3.51739 5.42894 -4.41464 0.00 0.00 0.00
H -3.55308 3.46911 -5.88794 0.00 0.00 0.00
H -2.42102 1.34243 -5.20087 0.00 0.00 0.00

---

19
Properties=species:S:1:pos:R:3:forces:R:3 method="wB97M-V/def2-TZVPD" e_lumo_ev=0.1447 homo_lumo_gap_ev=8.5 energy_ha=-1105.46705 relative_energy_kcal_mol=21.7 smiles=CCSS.O.O.O
C 0.88555 -0.69701 -2.12332 -0.23 -1.49 0.07
C 0.29616 -1.73514 -1.11363 0.25 -0.01 -1.64
S 1.35691 -1.81911 0.35350 -1.07 0.78 0.23
S 0.09089 -0.76032 1.60796 -0.30 -0.14 0.65
H 0.67331 -1.00060 -3.15786 -0.47 0.29 0.22
H 0.47515 0.28830 -1.89502 0.56 -0.02 -0.16
H 1.96461 -0.82254 -2.06296 0.13 0.77 0.14
H -0.73127 -1.45133 -0.90230 0.12 -0.10 0.56
H 0.22456 -2.73537 -1.56721 0.31 0.21 0.12
H -0.07132 0.47125 1.05197 0.66 -0.55 -0.20
O -2.12395 3.11447 0.60805 0.72 0.40 -0.72
H -2.63652 2.65869 1.26068 -0.45 -0.56 0.35
H -1.92198 2.49941 -0.11811 -0.18 0.04 0.37
O 1.00230 2.28027 0.81330 -0.02 -0.26 0.05
H 0.27524 2.54533 1.39448 0.27 0.44 -0.31
H 1.45282 3.06663 0.49236 -0.27 0.13 0.16
O -2.11317 0.74060 -1.72772 -0.07 0.08 0.32
H -2.63259 0.25058 -1.08572 0.11 -0.30 0.27
H -2.80179 1.12608 -2.26835 -0.09 0.30 -0.47

---

69
Properties=species:S:1:pos:R:3:forces:R:3 method="wB97M-V/def2-TZVPD" e_lumo_ev=-3.0079 homo_lumo_gap_ev=7.6 energy_ha=-2332.39178 charge=+1
C 3.98598 -0.42062 3.00164 -0.19 0.24 0.07
C 3.10400 -0.67171 1.76304 1.01 0.11 0.82
N 2.12627 -1.74992 1.97501 -0.52 -0.24 -1.46
C 0.73581 -1.41148 1.69500 -0.24 0.42 0.45
C -0.14337 -1.77403 2.91092 0.11 0.18 -0.47
C -1.67557 -1.87500 2.71302 -0.07 -0.25 0.53
N -2.08468 -3.26140 2.91756 -0.08 0.21 -0.50
C -3.51273 -3.52697 2.73316 0.26 -0.21 0.31
C -4.31102 -2.30748 2.31851 -0.17 -0.22 0.61
N -3.66325 -1.58401 1.18416 -0.30 -0.49 0.27
C -2.16845 -1.29268 1.39002 0.25 0.42 -0.34
C -1.90332 0.20136 1.24077 0.45 -0.20 -0.21
C 2.58213 -3.00353 1.55860 1.54 -0.53 0.94
C 1.65220 -3.98317 0.88640 -0.40 0.35 -0.01
O 3.76079 -3.31204 1.73154 -1.22 0.52 -0.42
H 3.68766 -1.06959 3.81981 0.08 -0.18 0.00
H 5.03864 -0.57899 2.79080 0.07 -0.15 0.01
H 3.87734 0.60209 3.36332 0.00 0.08 -0.04
H 2.61427 0.25963 1.49866 -0.39 -0.14 -0.14
H 3.76355 -0.94728 0.94196 -0.11 -0.07 -0.16
H 0.36712 -1.84179 0.76495 0.10 -0.21 -0.10
H 0.68035 -0.33697 1.54823 0.20 0.06 -0.05
H 0.07287 -1.03138 3.67493 0.01 -0.03 0.14
H 0.20820 -2.72463 3.30433 -0.12 -0.11 0.08
H -2.13768 -1.29490 3.51643 -0.06 0.11 -0.01
H -1.51960 -3.86947 2.34005 0.02 -0.12 0.04
H -3.66533 -4.35424 2.03965 -0.01 0.03 -0.17
H -3.93894 -3.85500 3.68289 -0.13 -0.05 0.02
H -4.41031 -1.61553 3.15015 0.15 0.18 -0.05
H -5.31915 -2.61765 2.05658 -0.04 0.15 -0.32
H -3.77789 -2.16247 0.35470 0.06 0.05 -0.15
H -4.17819 -0.72273 1.01382 0.13 0.13 -0.07
H -1.68630 -1.80897 0.56343 -0.05 -0.17 -0.02
H -2.67644 0.73795 0.69410 -0.15 0.05 0.07
H -1.69144 0.68479 2.19207 -0.29 0.05 0.13
H -0.99915 0.30702 0.64743 0.01 0.18 -0.06
H 1.92234 -5.00662 1.11179 0.20 -0.02 0.12
H 0.59938 -3.82142 1.10456 -0.07 -0.15 0.16
H 1.75838 -3.83108 -0.18857 0.01 -0.12 -0.11
C 0.10104 4.02909 1.33096 0.05 -0.02 0.09
S -0.03223 2.85557 -0.02305 -0.14 0.26 -0.02
O 1.11027 1.89914 0.10579 -0.08 -0.11 0.07
C 0.34574 4.02127 -1.32430 0.40 -0.10 0.15
H -0.06520 3.49352 2.26407 0.00 -0.02 -0.01
H 1.09778 4.46906 1.33324 0.02 -0.03 -0.03
H -0.65776 4.80199 1.21260 -0.01 -0.01 -0.02
H 1.32639 4.45919 -1.13270 0.00 -0.05 0.04
H -0.41935 4.78920 -1.35792 -0.10 -0.02 -0.05
H 0.35561 3.48828 -2.26869 -0.08 -0.01 -0.05
C 4.85466 -3.06164 -2.94298 0.04 -0.04 -0.10
S 3.33886 -2.79025 -2.02387 0.15 0.20 0.07
O 2.28701 -3.66328 -2.61613 -0.08 0.02 0.01
C 3.04030 -1.12240 -2.62382 0.00 0.05 -0.09
H 5.18955 -4.07631 -2.74010 -0.03 -0.01 0.04
H 4.66105 -2.94179 -4.00871 -0.04 0.00 0.01
H 5.61095 -2.35278 -2.60722 -0.02 0.00 0.04
H 2.96408 -1.13306 -3.71112 0.00 -0.04 0.00
H 3.85402 -0.47190 -2.30356 -0.01 0.00 0.03
H 2.10496 -0.77139 -2.19172 0.01 -0.02 0.05
C -2.21461 6.62502 -5.27908 0.02 0.03 -0.08
S -2.54628 5.60669 -3.83979 -0.01 0.05 -0.04
O -1.31766 4.79848 -3.58573 -0.17 0.03 -0.10
C -3.73177 4.52001 -4.63888 -0.03 -0.05 -0.08
H -1.45488 7.35302 -5.00390 0.00 -0.01 0.04
H -1.84856 5.99867 -6.09208 0.01 -0.04 0.03
H -3.12710 7.14265 -5.57368 -0.01 0.01 0.02
H -3.26360 4.03627 -5.49582 0.04 0.02 0.01
H -4.59887 5.10020 -4.95332 0.00 0.01 0.02
H -4.03888 3.76941 -3.91395 0.02 0.02 0.04

---

72
Properties=species:S:1:pos:R:3:forces:R:3 method="wB97M-V/def2-TZVPD" spin_multiplicity=3 e_lumo_ev="2.4342 / 1.3829" homo_lumo_gap_ev="6.6 / 5.7" energy_ha=-4560.25726 relative_energy_kcal_mol=24.8 charge=-1
Mo 0.84151 0.10720 -1.25363 0.92 1.66 1.50
N 2.54641 0.21152 -0.84347 0.24 -0.49 -0.53
C 3.85413 -0.13608 -0.50612 -0.56 0.05 0.06
C 4.43433 0.37689 0.65322 0.06 0.07 0.13
C 5.73702 0.03638 0.99081 -0.05 -0.01 -0.01
C 6.47816 -0.81454 0.17911 -0.10 0.01 -0.06
C 5.89841 -1.32760 -0.97785 -0.03 0.04 0.04
C 4.59542 -0.99592 -1.31754 0.04 -0.06 -0.07
H 3.84162 1.03084 1.28065 0.02 -0.02 0.01
H 6.17335 0.43246 1.90128 -0.02 0.00 -0.05
H 7.49450 -1.07793 0.44595 -0.03 0.00 -0.01
H 6.46439 -1.99548 -1.61760 -0.03 0.03 0.02
H 4.12563 -1.38840 -2.21073 0.02 -0.02 -0.03
C -4.25560 -0.88001 -3.11969 0.01 0.06 0.02
C -3.19187 -1.95302 -2.99109 0.12 0.17 -0.02
O -1.89136 -1.36746 -2.81766 -0.23 0.02 -0.17
P -1.32575 -1.13439 -1.28575 -1.09 -1.11 0.00
O -2.49614 -0.74107 -0.44199 0.32 -0.04 -0.13
Te 0.74085 -0.54479 -3.78378 0.17 -0.04 -0.78
O -0.97426 -2.69452 -0.90701 0.02 -0.07 0.09
C -0.13541 -3.54878 -1.68052 0.03 0.13 0.10
C 1.30961 -3.47220 -1.23076 0.04 -0.13 0.08
H -5.24032 -1.33959 -3.25642 0.07 0.04 -0.01
H -4.04632 -0.23448 -3.97827 -0.02 -0.06 0.08
H -4.26779 -0.27232 -2.21309 -0.01 -0.05 -0.07
H -3.13595 -2.55154 -3.90231 0.05 -0.03 -0.03
H -3.41911 -2.62102 -2.15926 0.04 0.00 0.08
H -0.22181 -3.31269 -2.74267 -0.02 0.07 -0.06
H -0.51109 -4.56426 -1.53461 -0.08 0.02 0.05
H 1.76558 -2.51650 -1.49345 0.00 0.05 -0.04
H 1.89464 -4.25983 -1.71672 -0.01 0.06 0.03
H 1.38248 -3.59058 -0.14947 -0.02 -0.05 0.03
C -1.70668 -3.25213 1.90889 0.07 -0.20 -0.29
Si -1.37181 -1.48624 2.42316 -0.03 -0.01 0.11
C -0.69181 -1.68979 4.17706 0.11 0.04 0.19
C -3.02055 -0.62760 2.59573 -0.24 0.33 -0.04
As 0.39625 -0.34905 1.37290 0.18 -0.09 -0.20
Si -0.11500 1.74197 2.25143 0.11 0.01 0.08
C -0.28129 1.70621 4.12623 -0.05 -0.10 0.24
C 1.34840 2.87877 1.95018 0.23 0.10 -0.06
C -1.69462 2.55474 1.66202 -0.32 0.00 -0.17
H -2.17306 -3.75903 2.76221 0.02 0.04 -0.06
H -0.77812 -3.77527 1.65750 -0.11 0.00 0.03
H -2.36783 -3.30842 1.04150 0.08 0.01 0.10
H -1.36881 -2.33482 4.75369 0.08 0.07 -0.05
H -0.59009 -0.73878 4.70875 -0.01 -0.26 -0.08
H 0.29671 -2.16166 4.14942 -0.11 0.01 0.02
H -3.75215 -1.33336 3.00706 0.04 0.06 0.00
H -3.36768 -0.28160 1.61687 0.03 -0.14 0.18
H -2.95062 0.23104 3.27356 -0.07 -0.12 -0.04
H 0.53834 1.14797 4.59183 -0.09 0.12 -0.04
H -1.22771 1.25734 4.44906 0.15 0.13 -0.02
H -0.25014 2.74024 4.49417 -0.01 -0.10 -0.04
H 2.11998 2.67424 2.70267 -0.07 0.04 -0.08
H 1.04676 3.92907 2.04185 0.06 -0.07 0.01
H 1.79233 2.73424 0.96276 -0.02 0.03 0.08
H -2.50961 1.82254 1.64949 0.11 0.18 0.01
H -1.61334 2.95972 0.65133 -0.07 0.02 0.12
H -1.96118 3.37178 2.34434 0.01 -0.05 -0.07
C -1.79511 2.33976 -2.59221 0.00 0.01 0.08
C -0.35728 2.84026 -2.49712 0.00 0.06 0.16
C -0.35529 4.36410 -2.35584 -0.01 0.08 -0.04
C 0.42431 2.23554 -1.31656 -0.18 -0.38 -0.38
H -2.30606 2.77412 -3.45803 0.03 0.02 0.06
H -2.35601 2.61174 -1.69208 0.00 -0.03 -0.02
H -1.84741 1.25727 -2.69503 0.02 -0.06 -0.03
H 0.14955 2.58690 -3.42670 0.11 -0.07 -0.10
H -0.84821 4.66084 -1.42254 0.03 -0.01 -0.06
H -0.89011 4.83772 -3.18597 0.01 0.01 0.04
H 0.66464 4.75980 -2.33611 -0.06 -0.02 0.00
H -0.09571 2.50657 -0.40114 -0.01 -0.03 0.10
H 1.40069 2.71292 -1.26586 0.15 0.04 -0.04